{"formula": "C23H41AuN5S2Si3", "method": "the ωB97M-V functional and the def2-TZVPD basis", "total_charge": 1, "e_homo_ev": [-10.613, -10.852], "mol_weight_g_mol": 733.0, "homo_lumo_gap_ev": [5.303, 5.844], "relative_energy_kj_mol": 183.27, "symbols": ["Au", "C", "Si", "C", "C", "C", "Si", "C", "C", "C", "Si", "C", "C", "C", "C", "C", "C", "C", "N", "H", "H", "H", "H", "H", "H", "H", "H", "H", "H", "H", "H", "H", "H", "H", "H", "H", "H", "H", "H", "H", "H", "H", "H", "H", "H", "H", "H", "S", "C", "N", "C", "C", "C", "N", "H", "H", "H", "H", "H", "H", "H", "H", "C", "C", "C", "C", "N", "C", "S", "N", "H", "H", "H", "H", "H"], "coordinates": [[0.167, 0.322, 0.391], [-2.087, -1.960, 2.362], [-1.465, -2.705, 0.742], [-2.821, -2.548, -0.557], [-1.182, -4.557, 1.034], [0.182, -1.946, 0.159], [0.532, -2.022, -1.720], [2.295, -1.449, -2.086], [-0.645, -0.892, -2.670], [0.310, -3.810, -2.288], [1.613, -2.449, 1.278], [2.396, -4.099, 0.814], [1.204, -2.430, 3.117], [2.893, -1.060, 1.080], [4.266, -1.267, 1.178], [5.137, -0.197, 1.061], [4.610, 1.076, 0.884], [3.237, 1.216, 0.808], [2.411, 0.174, 0.885], [-3.177, -1.902, 2.348], [-1.717, -0.951, 2.537], [-1.796, -2.580, 3.212], [-3.730, -3.025, -0.184], [-2.555, -3.028, -1.501], [-3.046, -1.500, -0.752], [-2.137, -5.027, 1.272], [-0.502, -4.744, 1.867], [-0.775, -5.050, 0.148], [2.424, -0.395, -1.830], [2.524, -1.558, -3.148], [3.040, -2.020, -1.529], [-0.523, 0.155, -2.383], [-1.687, -1.164, -2.505], [-0.450, -0.958, -3.743], [0.942, -4.494, -1.719], [0.580, -3.903, -3.341], [-0.726, -4.131, -2.175], [1.635, -4.880, 0.769], [3.127, -4.401, 1.567], [2.898, -4.062, -0.154], [0.531, -3.247, 3.384], [0.728, -1.491, 3.407], [2.115, -2.543, 3.708], [4.639, -2.271, 1.336], [6.207, -0.347, 1.107], [5.251, 1.942, 0.810], [2.778, 2.187, 0.675], [0.642, 2.362, -1.273], [0.981, 3.878, -0.529], [1.847, 4.685, -1.146], [2.218, 6.007, -0.647], [1.082, 6.570, 0.191], [0.677, 5.543, 1.237], [0.407, 4.264, 0.590], [2.256, 4.356, -2.004], [2.427, 6.657, -1.495], [3.132, 5.929, -0.052], [0.226, 6.786, -0.451], [1.395, 7.495, 0.673], [-0.230, 5.858, 1.751], [1.463, 5.422, 1.988], [-0.290, 3.637, 0.995], [-5.799, -0.235, -0.680], [-4.770, 0.852, -0.681], [-4.843, 1.951, -1.536], [-3.824, 2.881, -1.453], [-2.825, 2.773, -0.583], [-2.840, 1.700, 0.200], [-1.605, 1.582, 1.449], [-3.756, 0.734, 0.176], [-6.804, 0.183, -0.712], [-5.676, -0.843, 0.213], [-5.675, -0.872, -1.558], [-5.668, 2.080, -2.222], [-3.800, 3.754, -2.095]], "forces_ev_per_a": [[0.8, 0.7, 0.1], [0.2, -0.1, -0.1], [-0.5, -0.2, 0.1], [0.3, 0.0, 0.0], [0.2, 0.3, -0.1], [-0.3, 0.4, 0.6], [0.0, 0.3, -0.3], [-0.2, -0.1, 0.1], [0.1, -0.2, 0.2], [0.0, 0.2, 0.3], [0.0, 0.1, 0.3], [-0.2, 0.2, -0.1], [-0.1, 0.0, -0.3], [0.2, -0.4, 0.1], [0.0, 0.0, 0.0], [-0.1, 0.0, 0.0], [0.0, -0.1, 0.1], [0.0, 0.2, 0.0], [-0.5, -0.3, -0.5], [0.0, 0.0, -0.1], [0.0, 0.0, 0.0], [0.0, 0.0, 0.0], [0.0, 0.0, 0.1], [0.0, 0.0, 0.0], [0.0, 0.0, 0.0], [0.0, 0.0, 0.0], [0.0, 0.0, 0.0], [0.0, 0.0, 0.0], [0.0, 0.0, 0.0], [-0.1, 0.0, 0.0], [0.0, 0.0, 0.0], [0.0, 0.0, 0.0], [0.0, 0.0, 0.0], [0.1, 0.0, 0.0], [0.0, 0.0, 0.0], [0.0, 0.1, 0.0], [0.0, 0.0, 0.0], [0.0, 0.0, 0.0], [0.0, 0.1, 0.0], [0.0, 0.0, 0.0], [0.0, 0.0, 0.0], [0.0, 0.0, 0.0], [0.0, 0.0, -0.1], [0.0, 0.0, 0.0], [0.0, 0.0, 0.0], [0.0, 0.0, 0.0], [0.0, 0.0, -0.1], [0.0, -0.2, 0.3], [0.0, -0.3, -0.5], [0.1, 0.3, 0.1], [0.0, 0.1, 0.0], [0.0, -0.2, 0.0], [0.0, 0.2, 0.1], [-0.2, -0.1, 0.5], [0.0, -0.2, 0.0], [0.0, -0.1, 0.0], [0.0, 0.0, 0.0], [0.0, 0.0, 0.0], [0.0, 0.0, 0.0], [0.0, -0.1, 0.0], [0.0, 0.0, 0.0], [0.1, 0.0, -0.2], [0.0, 0.0, 0.0], [0.1, 0.1, -0.1], [0.1, 0.0, 0.1], [-0.2, 0.0, -0.1], [0.3, 0.1, 0.2], [-0.6, 0.2, -0.4], [0.5, -0.9, -0.3], [0.0, -0.1, 0.2], [0.0, 0.0, 0.0], [-0.1, 0.0, 0.0], [0.0, 0.0, 0.0], [0.0, 0.0, 0.0], [-0.1, 0.0, 0.0]], "mulliken_charge": [1.06, -0.98, -0.05, -0.60, -1.05, 0.41, 0.14, -0.89, -0.82, -0.97, -0.60, -1.09, -1.11, 0.59, -0.66, -0.41, -0.80, -0.05, -0.18, 0.34, 0.24, 0.41, 0.44, 0.39, -0.28, 0.42, 0.30, 0.32, 0.16, 0.50, 0.25, 0.19, 0.24, 0.42, 0.28, 0.44, 0.31, 0.39, 0.45, 0.36, 0.33, 0.29, 0.42, 0.39, 0.46, 0.43, 0.24, -0.49, 0.36, -0.13, -0.60, -0.64, -0.60, 0.12, 0.22, 0.38, 0.28, 0.31, 0.36, 0.37, 0.29, -0.06, -1.42, 1.09, -0.74, -0.33, -0.30, 0.32, -0.51, -0.26, 0.49, 0.27, 0.28, 0.43, 0.43]}

{"formula": "C33H34Br51N2O6", "method": "the ωB97M-V functional and the def2-TZVPD basis", "total_charge": 1, "e_homo_ev": -10.953, "mol_weight_g_mol": 4629.7, "homo_lumo_gap_ev": 6.626, "symbols": ["C", "C", "O", "C", "O", "C", "N", "C", "C", "C", "O", "O", "C", "C", "C", "O", "O", "C", "C", "C", "C", "C", "C", "N", "H", "H", "H", "H", "H", "H", "H", "H", "H", "H", "H", "H", "H", "H", "H", "H", "H", "C", "Br", "Br", "Br", "H", "C", "Br", "Br", "Br", "H", "C", "Br", "Br", "Br", "H", "C", "Br", "Br", "Br", "H", "C", "Br", "Br", "Br", "H", "C", "Br", "Br", "Br", "H", "C", "Br", "Br", "Br", "H", "C", "Br", "Br", "Br", "H", "C", "Br", "Br", "Br", "H", "C", "Br", "Br", "Br", "H", "C", "Br", "Br", "Br", "H", "C", "Br", "Br", "Br", "H", "C", "Br", "Br", "Br", "H", "C", "Br", "Br", "Br", "H", "C", "Br", "Br", "Br", "H", "C", "Br", "Br", "Br", "H", "C", "Br", "Br", "Br", "H"], "coordinates": [[-2.259, -3.810, -1.420], [-2.454, -2.530, -0.485], [-3.495, -2.862, 0.452], [-1.133, -2.262, 0.368], [-0.817, -0.840, 0.471], [0.434, -0.523, 0.042], [0.785, -0.922, -1.244], [2.006, -0.632, -1.814], [2.366, -1.062, -3.282], [1.928, 0.166, -4.191], [0.896, 0.189, -4.783], [2.827, 1.252, -4.215], [3.010, 0.117, -1.089], [2.695, 0.573, 0.280], [3.761, 1.414, 1.031], [3.804, 2.617, 0.717], [4.655, 0.857, 2.003], [1.386, 0.249, 0.853], [1.000, 0.744, 2.278], [-0.329, 1.323, 2.390], [-0.726, 1.793, 3.738], [0.346, 1.557, 4.730], [1.642, 0.971, 4.449], [1.966, 0.573, 3.193], [-1.973, -3.434, -2.439], [-3.187, -4.450, -1.437], [-1.423, -4.445, -1.013], [-2.725, -1.630, -1.107], [-4.189, -2.176, 0.435], [-0.287, -2.896, -0.005], [-1.350, -2.621, 1.414], [0.117, -1.438, -1.831], [1.815, -1.979, -3.599], [3.471, -1.217, -3.398], [2.623, 1.764, -3.404], [3.976, 0.363, -1.551], [5.006, 0.024, 1.610], [-1.027, 1.398, 1.521], [-1.716, 2.232, 3.969], [0.151, 1.878, 5.782], [2.359, 0.847, 5.298], [6.976, -1.361, -1.356], [7.525, 0.406, -1.910], [5.055, -1.433, -1.076], [7.567, -2.721, -2.594], [7.451, -1.566, -0.398], [-6.068, -3.278, -2.114], [-5.402, -1.548, -2.669], [-7.971, -3.240, -1.801], [-5.562, -4.664, -3.356], [-5.592, -3.515, -1.167], [5.872, 4.133, 3.762], [5.906, 3.059, 5.375], [7.526, 5.125, 3.526], [5.428, 3.069, 2.202], [5.080, 4.864, 3.884], [0.233, 5.400, 6.312], [0.311, 4.377, 7.951], [1.856, 6.407, 6.014], [-0.208, 4.276, 4.795], [-0.572, 6.119, 6.423], [10.283, 4.615, 6.513], [10.905, 6.441, 6.627], [11.752, 3.359, 6.409], [9.069, 4.179, 7.953], [9.723, 4.526, 5.588], [-12.258, -3.096, -2.609], [-11.384, -3.401, -0.910], [-12.979, -4.729, -3.351], [-13.597, -1.708, -2.485], [-11.497, -2.742, -3.297], [9.798, 0.970, 1.539], [10.422, 2.730, 1.040], [7.877, 0.941, 1.781], [10.412, -0.392, 0.304], [10.241, 0.736, 2.502], [-9.510, 0.671, -2.590], [-9.496, -0.380, -0.968], [-7.835, 1.602, -2.861], [-9.994, -0.396, -4.130], [-10.278, 1.429, -2.471], [0.545, 3.342, 12.432], [1.136, 5.088, 11.847], [-1.362, 3.298, 12.748], [1.103, 1.945, 11.213], [1.030, 3.145, 13.382], [-4.546, -1.658, -6.687], [-3.873, -1.214, -8.442], [-6.426, -2.114, -6.714], [-3.484, -3.048, -5.860], [-4.445, -0.768, -6.075], [-10.942, 4.781, -3.099], [-11.512, 3.725, -1.580], [-9.148, 5.461, -2.863], [-11.127, 3.806, -4.759], [-11.604, 5.638, -3.157], [-10.311, -2.077, -7.929], [-10.932, -2.976, -6.328], [-11.408, -2.507, -9.461], [-10.155, -0.166, -7.671], [-9.314, -2.452, -8.137], [1.465, -1.674, -8.089], [2.179, -1.248, -9.834], [-0.412, -2.129, -8.169], [2.502, -3.052, -7.204], [1.548, -0.778, -7.483], [1.241, -6.056, -2.297], [0.650, -6.984, -0.710], [0.170, -6.507, -3.840], [1.315, -4.138, -2.016], [2.254, -6.385, -2.503], [10.762, -4.504, 1.516], [11.386, -6.173, 0.770], [9.324, -3.744, 0.468], [10.271, -4.687, 3.379], [11.591, -3.805, 1.472], [7.241, -2.182, 4.244], [6.336, -2.188, 2.526], [7.701, -0.395, 4.840], [6.220, -3.136, 5.578], [8.173, -2.723, 4.111], [-5.544, 6.202, -0.224], [-4.655, 5.928, 1.473], [-6.251, 4.549, -0.939], [-6.903, 7.571, -0.110], [-4.793, 6.556, -0.922]], "forces_ev_per_a": [[0.3, 0.6, 0.5], [0.4, -0.9, 0.0], [-0.3, 0.9, -0.4], [-1.3, -1.5, 0.2], [2.1, -0.1, -0.7], [0.8, 0.8, 0.2], [1.0, 0.7, 0.6], [2.3, 0.9, 0.2], [-0.6, 0.9, 0.2], [0.3, 0.0, 0.3], [0.4, -0.2, 0.1], [-1.0, -1.0, 0.9], [-3.5, 0.7, 1.2], [-1.2, -1.8, -0.9], [0.1, 1.7, -0.3], [-1.8, -4.9, -0.8], [-2.5, -1.5, -3.6], [0.4, 0.0, -0.8], [-1.1, -0.1, -1.9], [0.3, 0.4, 2.9], [3.6, -2.7, -1.6], [-0.7, -0.5, -0.4], [-2.2, 0.7, -0.2], [-1.4, 0.7, 0.7], [-0.3, -0.7, 0.7], [0.9, 1.0, -0.2], [-0.9, 0.5, -0.5], [0.3, -0.8, 0.7], [0.5, -0.4, 0.0], [-0.5, 1.0, 0.1], [0.2, 0.5, -1.0], [0.2, 0.2, 0.5], [0.4, 0.9, 0.2], [-1.1, 0.1, 0.4], [0.4, 0.0, -0.6], [-1.5, 0.5, 0.1], [-0.5, -0.1, 0.5], [0.9, -0.1, 0.9], [0.9, -0.4, -0.2], [0.2, -0.5, -1.1], [-0.5, 0.1, -1.1], [0.6, -0.2, -0.1], [-0.3, -0.3, -0.1], [2.1, -1.6, 0.4], [-0.2, 0.2, 0.2], [-0.1, 0.1, -0.1], [-0.1, -0.3, 0.1], [0.0, 0.0, 0.1], [0.5, -0.3, -0.2], [-0.2, 0.1, 0.1], [0.0, 0.1, -0.1], [0.5, 0.0, -0.3], [0.0, 0.1, -0.1], [-0.1, -0.1, 0.1], [2.4, 4.6, 3.6], [0.1, -0.1, 0.0], [-0.1, 0.3, 0.0], [0.0, 0.0, -0.3], [-0.2, -0.2, 0.0], [0.2, 1.8, 0.6], [0.1, -0.1, 0.0], [-0.1, 0.0, -0.1], [-0.1, -0.3, 0.0], [-0.2, 0.2, 0.0], [0.2, 0.1, -0.2], [0.1, 0.0, 0.1], [0.0, 0.1, -0.1], [-0.3, -0.2, -0.1], [0.1, 0.2, 0.1], [0.2, -0.2, 0.0], [-0.1, 0.0, 0.1], [0.1, 0.0, 0.0], [-0.1, -0.3, 0.0], [0.8, 0.2, -0.5], [0.0, 0.3, 0.2], [-0.1, 0.0, -0.1], [-0.1, 0.0, 0.1], [-0.1, 0.7, -0.1], [-0.2, -0.1, 0.0], [0.2, 0.2, 0.4], [0.1, -0.1, 0.0], [0.0, 0.0, 0.1], [-0.1, -0.3, 0.0], [0.3, 0.0, -0.1], [-0.1, 0.2, 0.1], [-0.1, 0.0, -0.2], [0.0, 0.1, 0.0], [-0.2, -0.1, 0.2], [0.2, 0.0, 0.1], [0.0, 0.2, -0.2], [0.0, -0.2, -0.1], [0.0, 0.1, -0.1], [0.1, 0.1, -0.2], [-0.3, -0.1, 0.0], [0.1, 0.0, 0.3], [0.1, -0.1, 0.0], [0.0, 0.0, -0.1], [0.0, 0.0, -0.2], [0.1, 0.1, 0.3], [-0.1, -0.3, -0.1], [-0.1, 0.0, 0.0], [-0.1, 0.1, -0.1], [-0.1, -0.1, 0.3], [0.4, 0.0, 0.0], [-0.1, 0.1, 0.0], [0.0, -0.1, -0.1], [-0.2, -0.5, -0.1], [0.1, 0.2, -0.2], [0.1, 0.2, 0.3], [0.2, -0.2, 0.0], [-0.1, 0.2, 0.0], [0.1, 0.0, 0.0], [-0.2, 0.3, 0.1], [0.1, -0.4, 0.1], [0.0, 0.0, -0.2], [-0.1, -0.1, 0.0], [0.2, 0.2, 0.3], [-0.1, -0.2, 0.1], [-0.2, -0.5, 0.2], [0.1, 0.2, -0.2], [-0.2, 0.1, -0.1], [0.0, 0.1, -0.1], [-0.1, 0.0, -0.2], [0.1, 0.2, 0.2], [0.2, -0.2, 0.0], [-0.1, -0.1, 0.1]], "mulliken_charge": [-0.59, 0.55, -0.60, -0.80, -0.39, -0.28, 0.19, -0.29, -0.66, 0.50, -0.49, -0.48, -1.96, 1.68, 0.64, -0.68, -0.02, 0.25, 0.43, -0.41, -1.17, -0.39, -0.51, -0.30, 0.18, 0.25, -0.03, 0.20, 0.37, 0.30, 0.45, 0.41, 0.36, 0.28, 0.36, 1.35, 0.04, 0.44, 0.63, 0.60, 0.39, 0.37, -0.02, 0.05, -0.03, -0.36, -0.19, -0.01, 0.03, -0.05, 0.23, -0.39, -0.08, -0.09, -0.02, 0.40, -0.41, 0.03, 0.01, 0.12, 0.37, 0.09, -0.01, -0.02, -0.01, -0.07, 0.36, -0.08, -0.04, 0.01, -0.36, -0.31, -0.04, 0.17, -0.07, 0.36, 0.16, -0.04, 0.02, 0.19, -0.18, -0.32, -0.01, 0.00, -0.02, 0.34, -0.35, -0.05, 0.02, 0.06, 0.37, -0.39, -0.03, 0.05, 0.00, 0.37, -0.23, -0.02, -0.02, -0.03, 0.23, -0.26, 0.00, 0.08, -0.04, 0.20, -0.45, -0.03, 0.00, 0.18, 0.44, -0.35, -0.02, 0.08, -0.03, 0.36, 0.09, 0.04, -0.01, -0.03, -0.10, -0.34, -0.03, 0.03, -0.02, 0.36]}

{"formula": "C23H23CoN", "method": "the ωB97M-V functional and the def2-TZVPD basis", "total_charge": 0, "e_homo_ev": [-6.674, -8.130], "s_squared": 3.770, "mol_weight_g_mol": 372.4, "homo_lumo_gap_ev": [6.274, 7.515], "spin_multiplicity": 4, "symbols": ["C", "C", "C", "H", "C", "H", "H", "H", "C", "H", "H", "C", "H", "H", "C", "H", "H", "C", "H", "H", "Co", "H", "C", "C", "C", "C", "C", "C", "C", "C", "C", "C", "C", "C", "C", "C", "C", "N", "H", "H", "H", "H", "H", "H", "H", "H", "H", "H"], "coordinates": [[-1.433, -0.582, -1.688], [1.287, -0.448, -1.952], [-1.937, 0.586, -2.354], [-2.171, -1.140, -1.099], [1.022, 0.933, -1.567], [2.285, -0.823, -1.699], [-2.516, 0.175, -3.212], [1.842, 1.394, -1.009], [-1.005, 1.551, -3.095], [-1.577, 2.468, -3.302], [-0.775, 1.125, -4.086], [-0.818, -1.518, -2.794], [-1.413, -1.461, -3.718], [-0.864, -2.559, -2.468], [0.634, -1.120, -3.129], [0.686, -0.495, -4.036], [1.213, -2.028, -3.364], [0.319, 1.956, -2.427], [0.999, 2.299, -3.226], [0.123, 2.856, -1.824], [0.166, -0.289, -0.592], [-2.868, 0.953, -1.895], [-0.453, -4.458, 0.370], [-0.808, -4.344, 1.716], [-0.670, -3.116, 2.366], [-0.246, -1.970, 1.645], [0.028, -2.085, 0.277], [0.036, -3.333, -0.331], [-0.057, -0.650, 2.239], [-0.092, -0.441, 3.633], [0.269, 0.776, 4.154], [0.628, 1.824, 3.289], [1.140, 3.052, 3.778], [1.478, 4.082, 2.915], [1.251, 3.934, 1.534], [0.729, 2.747, 1.035], [0.491, 1.629, 1.863], [0.196, 0.368, 1.372], [-0.550, -5.412, -0.151], [-1.182, -5.211, 2.264], [-0.906, -3.021, 3.426], [0.418, -3.447, -1.345], [-0.365, -1.272, 4.276], [0.296, 0.942, 5.229], [1.271, 3.156, 4.857], [1.906, 5.008, 3.300], [1.483, 4.749, 0.849], [0.508, 2.660, -0.025]], "forces_ev_per_a": [[0.4, -2.5, -0.3], [3.7, 1.8, -2.6], [-3.0, 1.1, -2.1], [0.0, 0.3, -0.2], [3.1, 0.7, -2.7], [-0.3, 0.0, 0.1], [0.2, -0.1, -0.1], [0.0, -0.1, -0.1], [0.0, 0.4, -0.1], [0.2, -0.2, -0.1], [-0.1, 0.0, 0.4], [-0.2, 0.1, 0.4], [-0.1, 0.0, 0.3], [0.0, 0.3, -0.1], [0.2, -0.7, -0.2], [0.0, -0.1, 0.4], [-0.2, 0.3, 0.0], [-0.5, 0.4, -0.1], [-0.1, -0.1, 0.3], [0.1, -0.2, -0.1], [-4.5, -2.3, 5.7], [0.9, 1.1, 0.8], [0.4, 0.6, -0.5], [-0.1, 0.3, 0.2], [0.2, 0.5, -0.2], [-0.5, -1.4, -0.1], [1.1, 0.4, -0.6], [-0.6, -1.1, 1.0], [0.2, 1.2, -0.8], [0.1, 0.4, 0.5], [-0.2, -0.8, -0.2], [0.2, 0.5, -1.0], [0.0, 0.4, -0.3], [-0.1, -0.4, 0.5], [-0.4, -0.8, -0.1], [0.2, 0.4, -0.3], [0.1, -0.5, 1.4], [-0.3, 0.2, 0.8], [0.1, 0.1, 0.2], [0.1, 0.3, -0.2], [0.0, -0.2, -0.2], [-0.2, -0.1, 0.2], [0.1, 0.2, -0.1], [0.0, -0.1, -0.1], [0.0, 0.0, -0.3], [-0.1, -0.3, -0.1], [-0.1, -0.2, 0.2], [0.2, 0.0, 0.4]], "lowdin_spin": [0.25, 0.09, 0.05, 0.02, 0.03, 0.01, 0.02, 0.00, 0.01, 0.00, 0.00, 0.03, 0.01, 0.00, 0.03, 0.00, 0.00, 0.02, 0.00, 0.00, 2.24, 0.00, 0.00, 0.01, 0.00, 0.02, 0.05, 0.02, 0.02, 0.00, 0.02, 0.00, 0.00, 0.00, 0.00, 0.00, 0.01, 0.03, 0.00, 0.00, 0.00, 0.00, 0.00, 0.00, 0.00, 0.00, 0.00, 0.00]}

| no. | E_tot (a.u.) |
| --- | --- |
| 1 | -2975.24008 |
| 2 | -133112.91735 |
| 3 | -2327.58403 |